A structure of composition C23H30F5KN3O4PS, computed with ωB97M-V with the def2-TZVPD basis set.

The geometry in XYZ format:
```
68
Properties=species:S:1:pos:R:3
K -0.13354 0.09591 0.65198
S -1.03146 -2.29183 -2.30171
P 0.03887 3.60985 -0.32892
F -4.92297 -5.14319 -0.53670
F -6.08416 -3.02677 0.72739
F -2.67129 -4.84976 -1.91217
F -2.63119 -0.24448 -0.82006
F -4.89601 -0.56861 0.56577
O 2.13532 -5.68586 1.22232
O 0.53162 -4.02171 2.21459
O 3.75523 -5.64149 -0.29306
O -0.08881 -1.87795 1.96793
N 2.01410 -1.44487 0.26976
N 0.74740 2.32180 0.08723
N 3.01795 -1.59258 -0.60125
C 2.87239 -5.07180 0.32634
C 2.65133 -3.60960 0.14292
C -2.60226 2.98472 0.43441
C -3.17270 -3.75810 -1.31952
C -4.33411 -1.62433 -0.04816
C 2.55608 4.71667 -0.75439
C -3.16677 -1.48020 -0.76824
C 1.18175 5.16459 -0.22904
C -1.49096 3.98565 0.78863
C 1.40897 5.50770 1.24871
C 3.42783 -2.86560 -0.71516
C 1.76138 -2.66177 0.72558
C -2.51870 -2.52495 -1.43784
C -4.34536 -3.93063 -0.60906
C -1.09074 3.65700 2.23889
C -1.65769 4.60157 -2.55300
C 0.57637 3.65982 -3.08438
C -0.62171 3.55388 -2.12816
C -4.94067 -2.86261 0.03275
C 0.76105 6.44778 -0.95190
C -1.21784 2.15602 -2.36817
C -2.10403 5.39158 0.75986
C 0.62432 -2.86105 1.72422
H 1.65573 4.61189 1.82229
H 4.22184 -3.17663 -1.37395
H 0.98451 4.66988 -3.14435
H 1.37266 2.97450 -2.78671
H 1.49477 7.23931 -0.74226
H -1.99438 3.45430 2.82572
H -1.31685 1.99274 -3.44730
H -0.56281 4.47467 2.72483
H 3.33501 -0.77971 -1.09639
H -2.20614 2.02845 -1.93220
H -0.43930 2.78083 2.25798
H 0.54729 5.99185 1.70739
H 2.25095 6.20865 1.31878
H -2.41334 5.70344 -0.23861
H -1.32098 5.62910 -2.40193
H -0.57158 1.37444 -1.96888
H 0.24089 3.38122 -4.09025
H -3.34826 2.98591 1.23690
H -1.86864 4.48214 -3.62435
H -3.00004 5.40817 1.39575
H 0.73072 6.32293 -2.03519
H 2.60371 4.69743 -1.84208
H -2.23436 1.96176 0.32187
H 3.32147 5.42101 -0.40154
H -2.60792 4.47766 -2.03158
H 1.48510 -5.01003 1.69388
H -3.12009 3.23927 -0.49147
H 2.77676 3.71335 -0.38096
H -1.42323 6.14825 1.15316
H -0.21406 6.81910 -0.63045
```

Computed properties:
ΔE to the lowest compared entry with this formula, charge and spin = 11.06 kJ/mol
maximum force = 0.022 hartree/bohr
charge = -2
orbital gap = 0.2155 Eh